Version 1
Entry from OMol25: the molecule C4H7N3 (ωB97M-V with the def2-TZVPD basis set).

Calculated values
Orbital gap (spin up / spin down)   7.41 / 7.58 eV
Net charge   0

The geometry in XYZ format:
```
14
C4H7N3 ωB97M-V with the def2-TZVPD basis set
C -2.235 0.457 -0.297
C -0.959 -0.230 0.077
N 0.185 0.496 0.041
C 1.408 -0.051 0.023
N 1.347 -1.444 -0.011
C 2.563 0.724 -0.237
N 3.537 1.336 -0.434
H -2.066 1.120 -1.157
H -2.659 1.032 0.538
H -2.975 -0.292 -0.605
H 0.500 -1.670 -0.561
H -0.962 -1.086 0.754
H 0.128 1.504 -0.075
H 2.200 -1.889 -0.315
```

***

Version 2
Entry from OMol25: the molecule C4H7N3 (ωB97M-V with the def2-TZVPD basis set).

Calculated values
Orbital gap   8.22 eV
Net charge   0

The geometry in XYZ format:
```
14
C4H7N3 ωB97M-V with the def2-TZVPD basis set
N 1.343 -0.102 -1.999
C 0.931 -0.082 -0.609
C 0.197 1.077 -0.004
C -0.691 0.451 0.869
N -1.479 1.118 1.845
C -0.708 -0.946 0.674
N 0.182 -1.299 -0.237
H 0.904 0.679 -2.471
H 2.348 0.005 -2.063
H 1.792 -0.052 0.080
H -2.469 0.934 1.722
H -1.317 2.112 1.710
H -1.328 -1.696 1.162
H 0.294 -2.200 -0.677
```

***

Version 3
Entry from OMol25: the molecule C4H7N3 (ωB97M-V with the def2-TZVPD basis set).

Calculated values
Orbital gap   9.32 eV
Net charge   0

The geometry in XYZ format:
```
14
C4H7N3 ωB97M-V with the def2-TZVPD basis set
C 0.287 -0.003 -1.988
C -0.110 0.921 -0.842
C -0.036 0.160 0.458
C -1.183 -0.136 1.058
N -0.005 -1.004 2.559
N 1.120 -0.971 1.966
N 1.197 -0.279 0.876
H 0.440 0.564 -2.909
H 1.210 -0.525 -1.727
H -0.496 -0.751 -2.160
H 0.575 1.763 -0.722
H -1.111 1.339 -1.025
H -1.999 0.613 1.119
H 0.112 -1.691 3.338
```

***

Version 4
Entry from OMol25: the molecule C4H7N3 (ωB97M-V with the def2-TZVPD basis set).

Calculated values
Orbital gap   10.83 eV
Net charge   0
Structure (SMILES)   C=N/N=C/N1CC1

The geometry in XYZ format:
```
14
C4H7N3 ωB97M-V with the def2-TZVPD basis set
C -0.709 0.408 -3.366
N -0.521 -0.296 -2.380
N -0.199 0.613 -1.248
C -0.174 -0.032 -0.142
N 0.384 0.583 0.994
C 1.172 -0.279 1.859
C -0.140 0.099 2.341
H -0.578 1.477 -3.311
H -0.910 -0.186 -4.202
H -0.284 -1.169 -0.044
H 1.264 -1.350 1.717
H 2.003 0.018 2.483
H -0.851 -0.766 2.360
H -0.458 0.881 2.940
```

***

version 1 comes first in stability; the runner-up is 11.3 kcal/mol higher.

***

Version 1
Entry from OMol25: the molecule C4H7N3 (ωB97M-V with the def2-TZVPD basis set).

Calculated values
Orbital gap   8.19 eV
Net charge   0

The geometry in XYZ format:
```
14
C4H7N3 ωB97M-V with the def2-TZVPD basis set
C -1.341 0.906 -0.332
C -0.881 -0.506 -0.228
C 0.929 -1.728 0.383
C 0.785 -0.563 -0.397
N 1.456 0.450 0.312
N 1.828 0.056 1.456
N 1.517 -1.190 1.501
H -2.429 0.962 -0.283
H -0.952 1.494 0.490
H -0.998 1.359 -1.256
H -1.293 -0.949 0.671
H -1.226 -1.113 -1.049
H 1.044 -0.592 -1.435
H 1.561 1.414 0.167
```

***

Version 2
Entry from OMol25: the molecule C4H7N3 (ωB97M-V with the def2-TZVPD basis set).

Calculated values
Orbital gap   8.05 eV
Net charge   0

The geometry in XYZ format:
```
14
C4H7N3 ωB97M-V with the def2-TZVPD basis set
C -1.845 -1.190 -0.069
N -1.386 0.028 -0.744
C -0.088 0.511 -0.545
N 0.451 1.586 -1.071
N 2.147 1.600 -0.034
C 1.865 0.560 0.724
C 0.766 -0.175 0.378
H -1.541 -1.169 0.983
H -2.943 -1.243 -0.082
H -1.460 -2.118 -0.520
H -1.871 0.245 -1.602
H 2.776 2.281 0.444
H 2.421 0.323 1.634
H 0.709 -1.239 0.505
```

***

Version 3
Entry from OMol25: the molecule C4H7N3 (ωB97M-V with the def2-TZVPD basis set).

Calculated values
Orbital gap   10.32 eV
Net charge   0
Structure (SMILES)   CCc1c[nH]nn1

The geometry in XYZ format:
```
14
C4H7N3 ωB97M-V with the def2-TZVPD basis set
C -2.003 0.665 0.313
C -1.051 -0.219 -0.493
C 0.379 -0.143 -0.041
C 1.523 -0.536 -0.692
N 2.499 -0.340 0.223
N 2.013 0.147 1.365
N 0.733 0.269 1.210
H -3.042 0.432 0.056
H -1.864 0.501 1.385
H -1.829 1.727 0.115
H -1.374 -1.264 -0.406
H -1.111 0.029 -1.560
H 1.711 -0.925 -1.681
H 3.487 -0.529 0.152
```

***

version 3 comes first in stability; the runner-up is 67.2 kcal/mol higher.

***

Version 1
Entry from OMol25: the molecule C4H7N3 (ωB97M-V with the def2-TZVPD basis set).

Calculated values
Orbital gap   10.45 eV
Net charge   0
Structure (SMILES)   [H]/N=C(\C#N)NCC

The geometry in XYZ format:
```
14
C4H7N3 ωB97M-V with the def2-TZVPD basis set
H -2.815 1.402 -0.031
N -1.813 1.259 -0.129
C -1.458 0.124 0.338
C -2.392 -0.803 0.986
N -3.162 -1.482 1.519
N -0.180 -0.348 0.271
C 0.908 0.512 -0.163
C 2.057 -0.306 -0.735
H 0.048 -1.156 0.831
H 0.494 1.187 -0.916
H 1.251 1.140 0.672
H 1.735 -0.860 -1.622
H 2.445 -1.024 -0.003
H 2.882 0.354 -1.019
```

***

Version 2
Entry from OMol25: the molecule C4H7N3 (ωB97M-V with the def2-TZVPD basis set).

Calculated values
Orbital gap   9.66 eV
Net charge   0
Structure (SMILES)   CCc1c[nH]nn1

The geometry in XYZ format:
```
14
C4H7N3 ωB97M-V with the def2-TZVPD basis set
C -1.261 0.741 -0.026
C -0.991 -0.796 -0.132
C 0.433 -1.156 0.351
C 1.196 -0.539 -0.599
N 1.850 0.440 0.035
N 1.633 0.353 1.379
N 0.815 -0.613 1.578
H -2.341 0.910 -0.021
H -0.864 1.163 0.905
H -0.850 1.353 -0.849
H -1.694 -1.324 0.487
H -1.123 -1.086 -1.184
H 1.146 -0.701 -1.662
H 2.109 1.327 -0.365
```

***

Version 3
Entry from OMol25: the molecule C4H7N3 (ωB97M-V with the def2-TZVPD basis set).

Calculated values
Orbital gap   8.51 eV
Net charge   0
Structure (SMILES)   CNc1c[nH]cn1

The geometry in XYZ format:
```
14
C4H7N3 ωB97M-V with the def2-TZVPD basis set
C 2.297 -0.418 -0.018
N 1.246 0.585 -0.175
C -0.072 0.310 0.070
C -1.218 1.105 0.032
N -2.278 0.150 -0.095
C -1.712 -1.089 -0.091
N -0.392 -1.023 0.063
H 3.206 0.036 -0.623
H 2.539 -0.325 1.145
H 1.934 -1.440 -0.484
H 1.511 1.396 0.217
H -1.663 2.122 -0.222
H -3.146 0.556 0.224
H -2.254 -1.966 -0.042
```

***

version 1 comes first in stability; the runner-up is 27.3 kcal/mol higher.

***

Version 1
Entry from OMol25: the molecule C4H7N3 (ωB97M-V with the def2-TZVPD basis set).

Calculated values
Orbital gap   10.20 eV
Net charge   0
Structure (SMILES)   Cc1cn(C)nn1

The geometry in XYZ format:
```
14
C4H7N3 ωB97M-V with the def2-TZVPD basis set
C 1.353 -0.697 -2.030
C 0.756 -0.139 -0.778
C -0.409 -0.454 -0.118
N -0.453 0.412 0.920
C -1.465 0.569 1.944
N 0.615 1.212 0.915
N 1.347 0.886 -0.104
H 2.294 -0.180 -2.232
H 1.563 -1.769 -1.947
H 0.692 -0.549 -2.891
H -1.184 -1.187 -0.295
H -1.337 1.563 2.375
H -1.359 -0.186 2.727
H -2.458 0.493 1.494
```

***

Version 2
Entry from OMol25: the molecule C4H7N3 (ωB97M-V with the def2-TZVPD basis set).

Calculated values
Orbital gap   8.39 eV
Net charge   0
Structure (SMILES)   [H]/N=c1\cc[nH]n1C

The geometry in XYZ format:
```
14
C4H7N3 ωB97M-V with the def2-TZVPD basis set
H -0.912 2.668 -0.137
N -1.208 1.633 -0.120
C -0.157 0.944 -0.017
C 1.249 1.148 -0.063
C 1.835 -0.093 -0.009
N 0.930 -1.095 -0.246
N -0.298 -0.417 -0.193
C -1.477 -1.023 0.014
H 1.843 2.063 0.063
H 2.893 -0.280 0.253
H 0.833 -2.040 0.107
H -1.466 -2.166 -0.021
H -2.182 -0.585 -0.629
H -1.883 -0.755 0.997
```

***

Version 3
Entry from OMol25: the molecule C4H7N3 (ωB97M-V with the def2-TZVPD basis set).

Calculated values
Orbital gap   7.65 eV
Net charge   0

The geometry in XYZ format:
```
14
C4H7N3 ωB97M-V with the def2-TZVPD basis set
N 0.496 0.622 2.275
C 0.310 0.070 1.046
C -0.672 0.470 0.013
C -0.173 -0.327 -1.188
N -0.918 -0.197 -2.392
C 0.737 -1.282 -0.868
N 0.980 -0.940 0.556
H 1.414 0.548 2.692
H 0.027 1.494 2.464
H -0.891 1.541 -0.057
H -0.803 -1.046 -2.934
H -0.553 0.565 -2.958
H -1.606 -0.055 0.245
H 1.650 -1.462 1.106
```

***

Version 4
Entry from OMol25: the molecule C4H7N3 (ωB97M-V with the def2-TZVPD basis set).

Calculated values
Orbital gap   9.44 eV
Net charge   0
Structure (SMILES)   [H]/N=C\N(C=C)/C=N\[H]

The geometry in XYZ format:
```
14
C4H7N3 ωB97M-V with the def2-TZVPD basis set
H -1.341 1.507 -0.729
N -0.599 1.964 -0.336
C 0.161 1.072 0.340
N 0.108 -0.319 0.111
C -1.074 -1.012 -0.023
C -2.335 -0.629 0.110
C 1.316 -0.747 -0.127
N 2.604 -0.334 -0.073
H 2.666 0.620 0.057
H 1.030 1.317 1.166
H -0.871 -1.915 -0.625
H -2.714 0.374 0.625
H -3.097 -1.435 -0.227
H 1.130 -1.748 0.015
```

***

version 1 comes first in stability; the runner-up is 35.8 kcal/mol higher.

***

Version 1
Entry from OMol25: the molecule C4H7N3 (ωB97M-V with the def2-TZVPD basis set).

Calculated values
Orbital gap   8.26 eV
Net charge   0

The geometry in XYZ format:
```
14
C4H7N3 ωB97M-V with the def2-TZVPD basis set
C 2.690 0.269 0.151
N 1.463 -0.523 0.350
C 0.314 0.061 -0.271
C -0.807 -0.624 -0.149
C -2.926 0.078 -0.028
N -1.956 -0.991 -0.249
N 1.403 -1.615 0.889
H 3.501 -0.326 0.561
H 2.582 1.229 0.663
H 2.823 0.439 -0.923
H 0.365 0.938 -0.910
H -3.922 -0.342 -0.028
H -2.729 0.692 0.856
H -2.801 0.714 -0.912
```

***

Version 2
Entry from OMol25: the molecule C4H7N3 (ωB97M-V with the def2-TZVPD basis set).

Calculated values
Orbital gap   10.46 eV
Net charge   0
Structure (SMILES)   [H]/N=N/C(C)(C)C#N

The geometry in XYZ format:
```
14
C4H7N3 ωB97M-V with the def2-TZVPD basis set
H -0.858 -0.693 2.978
N -0.454 -0.901 2.008
N -1.128 -0.172 1.321
C -0.620 -0.218 -0.094
C 0.583 -1.057 -0.215
C -0.578 1.205 -0.568
C -1.737 -1.010 -0.998
N -2.371 -1.572 -1.735
H 0.224 -2.014 0.021
H 0.833 -0.981 -1.343
H 1.412 -0.690 0.399
H -0.689 1.159 -1.745
H 0.379 1.738 -0.400
H -1.395 1.994 -0.128
```

***

version 2 comes first in stability; the runner-up is 44.7 kcal/mol higher.

***

Version 1
Entry from OMol25: a cluster of 2 separate species, C4H7N3 in total (ωB97M-V with the def2-TZVPD basis set).

Calculated values
Orbital gap   8.34 eV
Net charge   0

The geometry in XYZ format:
```
14
C4H7N3 ωB97M-V with the def2-TZVPD basis set
N -2.358 -0.520 -0.221
C -1.240 0.051 0.175
C -0.181 -0.930 0.151
C 1.030 -0.079 -0.013
N 2.316 -0.615 -0.050
C 0.662 1.220 0.069
N -0.764 1.315 0.287
H -1.407 -1.495 -0.448
H -3.275 -0.149 0.001
H -0.148 -1.586 1.025
H 3.038 0.040 -0.323
H 2.362 -1.459 -0.605
H 1.253 2.129 0.066
H -1.287 2.079 -0.113
```

***

Version 2
Entry from OMol25: a structure of composition C4H7N3 (ωB97M-V with the def2-TZVPD basis set).

Calculated values
Orbital gap   9.36 eV
Net charge   0

The geometry in XYZ format:
```
14
C4H7N3 ωB97M-V with the def2-TZVPD basis set
N 1.516 -1.260 -1.523
C 0.661 -0.638 -0.615
C 0.505 0.664 -0.265
C -0.645 0.678 0.639
N -0.932 1.762 1.498
C -1.128 -0.675 0.887
N -0.298 -1.393 0.045
H 2.237 -0.635 -1.861
H 1.936 -2.105 -1.153
H 1.111 1.508 -0.566
H -1.701 1.519 2.114
H -1.150 2.611 0.989
H -1.640 0.325 -0.004
H -0.473 -2.360 -0.185
```

***

version 2 comes first in stability; the runner-up is 16.6 kcal/mol higher.